The following is a quantum chemistry calculation of a structure of composition C32H30NO5Ti, from OMol25.

Structure (XYZ):
```
69
C32H30NO5Ti wB97M-V/def2-TZVPD
Ti 1.09819 -0.90790 0.60941
C 2.30948 -1.91020 2.32617
C 2.22798 -2.80810 1.23584
C 2.92758 -2.22531 0.14327
C 3.43690 -0.96577 0.55854
C 3.03295 -0.75865 1.89770
C 3.31519 0.44451 2.74282
C 4.26594 -0.04411 -0.28349
C 3.15723 -2.85574 -1.19384
C 1.56187 -4.14871 1.22684
C 1.76362 -2.10891 3.70235
H 4.16656 0.26723 3.40495
H 2.45859 0.69311 3.37093
H 3.54588 1.31779 2.13322
H 4.78906 0.68426 0.33564
H 3.67338 0.50447 -1.01739
H 5.02347 -0.60954 -0.82929
H 4.08377 -3.43654 -1.19397
H 3.24089 -2.10432 -1.97854
H 2.34712 -3.53557 -1.45958
H 1.03175 -4.32021 0.28948
H 0.83799 -4.24068 2.03526
H 2.29444 -4.95056 1.34756
H 2.56533 -2.39146 4.38950
H 1.01319 -2.89755 3.72580
H 1.29248 -1.20173 4.07565
O -0.51519 0.64438 0.05749
C -1.48023 1.06839 1.01896
C -1.04159 0.32238 2.30743
O -1.65633 0.45095 3.33729
O 0.03851 -0.38837 2.15269
C -2.87625 0.68697 0.53572
C -3.89025 0.30181 1.40602
C -5.15576 -0.00123 0.91951
C -5.42831 0.07523 -0.43657
C -4.42198 0.46021 -1.31091
C -3.15968 0.76394 -0.82670
C -1.34785 2.57071 1.26195
C -0.21896 3.25581 0.82752
C -0.09577 4.62114 1.06635
C -1.08772 5.30253 1.74904
C -2.21145 4.61508 2.19330
C -2.34315 3.25896 1.94956
H -0.57529 1.15456 -0.75627
H -3.68066 0.23536 2.46403
H -5.93079 -0.30303 1.61231
H -6.41587 -0.16287 -0.80957
H -4.61411 0.52641 -2.37417
H -2.40815 1.06317 -1.54948
H 0.57751 2.73779 0.30865
H 0.78545 5.14245 0.71501
H -0.99072 6.36397 1.93650
H -2.99118 5.13801 2.73180
H -3.22123 2.73230 2.29612
O 0.00470 -2.10007 -0.89917
C 0.29438 -1.27949 -1.79526
N 1.24639 -0.35744 -1.57156
C 1.26179 0.52674 -2.64456
O 1.93328 1.52849 -2.72751
C 0.26247 0.03230 -3.65316
C -0.10872 0.53241 -4.88268
C -1.12203 -0.14172 -5.56295
C -1.73424 -1.26378 -5.01692
C -1.35620 -1.75963 -3.77042
C -0.34630 -1.08942 -3.11394
H 0.36324 1.41296 -5.29782
H -1.44399 0.21577 -6.53260
H -2.52106 -1.75768 -5.57259
H -1.83753 -2.62624 -3.33731
```

Results
- E: -68518.6390 eV
- Spin multiplicity: 2
- Frontier orbital gap (alpha / beta): 7.59 / 7.97 eV
- Energy relative to the best compared isomer or geometry (same formula, charge and spin): 0.523 eV
- Charge: 0